1.
This record from OMol25 describes a 10-piece molecular cluster, C40H64O20 overall in a non-equilibrium geometry. The level of theory is ωB97M-V with the def2-TZVPD basis set.

Element x y z (Å)
O1 -1.110 2.556 -1.632
C1 -0.194 2.545 -0.778
O2 0.163 1.539 0.054
C2 -0.304 0.196 -0.115
C3 0.377 -0.721 0.823
C4 0.712 3.757 -0.581
H1 -0.060 -0.048 -1.149
H2 -1.393 0.146 -0.147
H3 0.310 -0.408 1.865
H4 1.431 -0.902 0.612
H5 -0.003 -1.740 0.750
H6 1.640 3.602 -1.132
H7 1.021 3.795 0.463
H8 0.208 4.643 -0.967
O3 1.812 -3.751 -0.651
C5 2.759 -3.351 -1.317
O4 2.733 -2.943 -2.617
C6 1.523 -2.978 -3.280
C7 1.654 -2.810 -4.826
C8 4.171 -3.196 -0.710
H9 0.935 -2.175 -2.835
H10 1.101 -3.960 -3.069
H11 0.658 -2.830 -5.270
H12 2.125 -3.683 -5.277
H13 2.129 -1.862 -5.077
H14 4.579 -2.192 -0.594
H15 4.870 -3.844 -1.238
H16 4.177 -3.578 0.311
O5 -0.612 1.486 6.414
C9 0.246 1.462 5.552
O6 0.910 2.523 5.142
C10 1.745 2.259 4.042
C11 1.930 0.807 4.034
C12 0.607 0.281 4.642
H17 2.717 2.742 4.148
H18 1.249 2.556 3.119
H19 2.822 0.502 4.581
H20 2.093 0.463 3.012
H21 0.624 -0.663 5.187
H22 -0.213 0.130 3.939
O7 0.923 0.311 -3.775
C13 1.101 1.452 -4.104
O8 2.285 2.078 -4.029
C14 2.261 3.373 -4.601
C15 0.788 3.756 -4.537
C16 0.055 2.441 -4.679
H23 2.649 3.397 -5.620
H24 2.800 4.103 -3.997
H25 0.570 4.465 -5.335
H26 0.524 4.122 -3.545
H27 -0.076 2.129 -5.715
H28 -0.822 2.383 -4.034
O9 -4.572 -5.583 4.089
C17 -3.728 -4.712 3.908
O10 -3.089 -3.985 4.887
C18 -2.280 -3.025 4.310
C19 -2.028 -3.535 2.910
C20 -3.229 -4.298 2.517
H29 -1.346 -2.858 4.848
H30 -2.762 -2.048 4.327
H31 -1.079 -4.051 2.767
H32 -1.879 -2.729 2.191
H33 -3.092 -5.156 1.859
H34 -4.069 -3.749 2.092
O11 -4.591 -1.054 -2.971
C21 -3.888 -2.009 -2.742
O12 -4.272 -3.200 -3.179
C22 -3.412 -4.271 -2.759
C23 -2.102 -3.443 -2.386
C24 -2.612 -2.085 -2.046
H35 -3.076 -4.912 -3.574
H36 -3.876 -4.866 -1.972
H37 -1.394 -3.374 -3.212
H38 -1.548 -3.962 -1.604
H39 -2.002 -1.220 -2.308
H40 -2.740 -1.982 -0.968
O13 2.700 2.254 1.210
C25 3.566 1.687 0.539
O14 4.848 1.768 0.914
C26 5.680 1.073 0.003
C27 4.922 0.873 -1.264
C28 3.492 0.886 -0.757
H41 5.922 0.041 0.256
H42 6.593 1.657 -0.109
H43 5.183 -0.074 -1.737
H44 5.083 1.703 -1.952
H45 3.130 -0.130 -0.601
H46 2.827 1.468 -1.395
O15 -4.083 5.479 -4.368
C29 -3.241 5.952 -3.610
O16 -3.422 6.075 -2.333
C30 -2.308 6.688 -1.695
C31 -1.175 6.717 -2.756
C32 -1.926 6.491 -4.070
H47 -2.009 6.080 -0.841
H48 -2.750 7.630 -1.370
H49 -0.489 5.880 -2.625
H50 -0.626 7.655 -2.829
H51 -1.426 5.725 -4.663
H52 -2.194 7.417 -4.579
O17 -3.048 -0.145 2.286
C33 -3.725 0.589 1.562
O18 -3.807 0.325 0.316
C34 -4.433 1.405 -0.432
C35 -4.345 2.618 0.503
C36 -4.333 1.956 1.882
H53 -5.446 1.066 -0.648
H54 -3.910 1.651 -1.356
H55 -5.213 3.278 0.513
H56 -3.454 3.224 0.341
H57 -5.324 1.742 2.282
H58 -3.722 2.492 2.608
O19 1.691 -2.163 3.605
C37 1.837 -3.176 4.264
O20 2.121 -3.088 5.564
C38 2.550 -4.362 6.110
C39 2.365 -5.385 5.004
C40 1.726 -4.623 3.863
H59 1.966 -4.665 6.979
H60 3.612 -4.321 6.349
H61 1.749 -6.240 5.282
H62 3.314 -5.789 4.651
H63 0.666 -4.790 3.672
H64 2.331 -4.856 2.988

Calculated values
gap between HOMO and LUMO: 9.45 eV
ΔE to the lowest compared entry with this formula, charge and spin: 0.8528 eV
SMILES: CCOC(C)=O.CCOC(C)=O.O=C1CCCO1.O=C1CCCO1.O=C1CCCO1.O=C1CCCO1.O=C1CCCO1.O=C1CCCO1.O=C1CCCO1.O=C1CCCO1
LUMO level: 0.178 eV

2.
This record from OMol25 describes C4H8N2O2 as an isolated structure in a non-equilibrium geometry. The level of theory is ωB97M-V with the def2-TZVPD basis set.

Element x y z (Å)
C1 -2.371 0.743 -0.129
C2 -0.223 -0.385 0.057
C3 1.249 -0.142 -0.178
C4 1.980 0.563 -1.413
H1 -2.978 1.240 -0.879
H2 -2.190 1.627 0.877
H3 -2.734 -0.344 0.331
H4 -1.066 -0.310 2.030
H5 1.184 -1.629 1.239
H6 1.744 1.554 -1.720
H7 3.096 0.264 -0.853
H8 1.796 -0.042 -2.208
N1 -0.846 0.654 -0.509
N2 -0.832 -1.119 1.037
O1 0.021 -2.094 1.637
O2 2.171 -0.579 0.683

Calculated values
gap between HOMO and LUMO: 8.09 eV
ΔE to the lowest compared entry with this formula, charge and spin: 8.9229 eV
LUMO level: -0.874 eV

3.
This record from OMol25 describes C14H22F8LiO12P as an isolated structure in a non-equilibrium geometry. The level of theory is ωB97M-V with the def2-TZVPD basis set.

Element x y z (Å)
Li1 0.047 2.260 -0.091
P1 -1.538 6.172 0.217
F1 -2.373 4.806 -0.043
F2 -0.761 5.294 1.317
F3 -0.459 5.608 -0.861
F4 -0.795 7.541 0.502
F5 -2.285 6.979 -0.989
F6 -2.590 6.655 1.309
C1 5.034 3.402 3.140
C2 5.195 2.155 2.181
O1 5.889 2.630 1.044
C3 5.196 2.878 0.005
O2 4.028 2.556 -0.229
O3 5.985 3.460 -0.894
C4 5.348 4.175 -2.012
H1 4.776 4.300 2.579
H2 6.038 3.652 3.482
H3 4.398 3.211 4.005
H4 4.226 1.693 1.994
H5 5.759 1.426 2.762
H6 4.410 4.698 -1.825
H7 4.874 3.443 -2.665
H8 5.935 4.883 -2.596
C5 -2.493 -4.732 -3.397
C6 -2.753 -3.313 -3.974
O4 -2.030 -2.215 -3.360
C7 -2.185 -0.877 -3.763
O5 -1.688 0.137 -3.154
O6 -2.990 -0.780 -4.901
C8 -3.461 0.498 -5.366
H9 -3.004 -5.487 -3.995
H10 -2.840 -4.969 -2.391
H11 -1.460 -5.074 -3.461
H12 -3.807 -3.042 -4.038
H13 -2.364 -3.286 -4.992
H14 -3.980 0.428 -6.322
H15 -2.551 1.095 -5.413
H16 -4.121 0.989 -4.650
C9 -5.602 -2.022 3.007
C10 -5.372 -2.465 1.566
O7 -4.396 -1.594 1.083
C11 -3.978 -0.779 2.126
O8 -3.096 0.062 2.079
O9 -4.568 -1.150 3.301
F7 -6.372 -2.151 0.804
H17 -5.551 -2.979 3.526
H18 -6.529 -1.461 3.125
H19 -5.148 -3.516 1.383
C12 2.809 -5.351 2.519
C13 2.810 -4.684 3.791
O10 2.298 -3.407 3.485
C14 1.959 -3.289 2.215
O11 1.655 -2.296 1.638
O12 1.956 -4.560 1.658
F8 3.981 -4.487 4.215
H20 2.498 -6.393 2.591
H21 3.831 -5.534 2.186
H22 2.207 -5.190 4.545

Calculated values
gap between HOMO and LUMO: 9.43 eV
ΔE to the lowest compared entry with this formula, charge and spin: 3.3209 eV
LUMO level: -1.286 eV

4.
This record from OMol25 describes C16H25F5MoNO6Te as an isolated structure in a non-equilibrium geometry. The level of theory is ωB97M-V with the def2-TZVPD basis set.

Element x y z (Å)
Mo1 -0.761 -0.488 -1.616
C1 -1.238 0.780 1.458
C2 -1.236 1.880 0.429
O1 -1.713 1.353 -0.828
C3 -3.110 1.404 -1.155
C4 -3.797 0.116 -0.720
O2 -2.825 -0.940 -0.852
C5 -3.328 -2.290 -0.983
C6 -2.339 -3.201 -0.299
O3 -1.073 -2.913 -0.868
C7 0.025 -3.678 -0.373
C8 1.301 -2.978 -0.812
O4 1.271 -1.565 -0.597
C9 1.601 -1.026 0.661
C10 0.371 -1.035 1.561
O5 -0.691 -0.402 0.848
H1 -2.241 0.537 1.815
H2 -0.629 1.089 2.308
H3 -0.224 2.220 0.217
H4 -1.855 2.727 0.723
H5 -3.142 1.524 -2.238
H6 -3.570 2.276 -0.693
H7 -4.655 -0.084 -1.362
H8 -4.124 0.142 0.321
H9 -3.415 -2.525 -2.045
H10 -4.307 -2.358 -0.510
H11 -2.622 -4.243 -0.472
H12 -2.318 -3.010 0.780
H13 0.005 -4.684 -0.802
H14 -0.052 -3.777 0.713
H15 1.422 -3.087 -1.888
H16 2.166 -3.424 -0.316
H17 2.375 0.356 -0.628
H18 2.411 -1.619 1.113
H19 0.558 -0.501 2.490
H20 0.072 -2.052 1.808
N1 1.930 0.316 0.288
C11 2.487 1.237 1.207
C12 2.782 0.932 2.532
C13 3.287 1.918 3.375
C14 3.512 3.200 2.906
C15 3.225 3.497 1.577
C16 2.707 2.531 0.737
H21 2.659 -0.069 2.926
H22 3.516 1.667 4.402
H23 3.908 3.962 3.563
H24 3.404 4.492 1.192
H25 2.473 2.765 -0.299
F1 1.080 0.501 -4.557
Te1 0.823 1.410 -2.930
F2 1.698 2.801 -3.758
F3 2.560 0.844 -2.343
F4 0.772 2.664 -1.459
F5 -0.813 2.165 -3.607
O6 -0.322 -1.360 -2.937

Calculated values
multiplicity: 3
gap between HOMO and LUMO (alpha / beta): 7.19 / 6.94 eV
expectation value of S²: 2.019
ΔE to the lowest compared entry with this formula, charge and spin: 0.4336 eV
charge: +1
LUMO level (alpha / beta): -3.703 / -3.973 eV

no.,total energy (hartree)
1,-3067.4060
2,-416.9280
3,-2597.4960
4,-1966.1726